Run a
Molecular formula: C45H54Br2ClN2O2PdSi
Method: DFT, ωB97M-V with the def2-TZVPD basis set

Structure (XYZ):
```
108
C45H54Br2ClN2O2PdSi, DFT ωB97M-V with the def2-TZVPD basis set
Pd 0.2701 -0.2157 0.4726
O -0.1102 1.6102 2.6368
C 0.9807 2.3413 2.2837
C 1.9376 2.5893 3.2641
C 3.0735 3.3135 2.9599
C 3.2639 3.8058 1.6730
C 2.3078 3.5509 0.7047
C 1.1599 2.8102 0.9794
C 0.1709 2.4973 -0.1590
O -0.8044 1.5769 0.1602
N 0.8951 1.9654 -1.3182
N 1.5713 0.7830 -1.0365
C 2.5752 0.5609 -1.8002
C 3.3864 -0.6331 -1.9971
Br 2.5740 -2.3326 -1.8649
C 4.6539 -0.5549 -2.4125
C 5.4282 0.6947 -2.4551
C 6.2760 0.9471 -3.5348
C 7.0039 2.1228 -3.5929
C 6.9129 3.0511 -2.5628
C 6.0974 2.7956 -1.4702
C 5.3597 1.6227 -1.4134
H -0.7029 1.6220 1.8385
H 1.7673 2.1947 4.2574
H 3.8115 3.5003 3.7291
H 4.1421 4.3899 1.4321
H 2.4588 3.9469 -0.2953
H -0.2693 3.4382 -0.5182
H 1.4825 2.6381 -1.8003
H 2.9015 1.3904 -2.4281
H 5.1567 -1.4661 -2.7153
H 6.3538 0.2204 -4.3343
H 7.6499 2.3144 -4.4391
H 7.4908 3.9646 -2.6059
H 6.0467 3.5031 -0.6528
H 4.7551 1.4032 -0.5401
C 5.2340 -1.2383 2.7279
C 4.5942 -0.1574 2.0865
C 3.3250 -0.2922 1.5994
C 2.6220 -1.5196 1.7200
C 1.3052 -1.7193 1.2132
C 0.6733 -2.9159 1.3864
C 1.3081 -3.9842 2.0657
C 2.5749 -3.8309 2.5413
C 3.2611 -2.5983 2.3843
C 4.5773 -2.4250 2.8773
H 6.2394 -1.1194 3.1099
H 5.1025 0.7945 1.9949
H 2.8479 0.5648 1.1417
H -0.3365 -3.0642 1.0169
H 0.7795 -4.9196 2.2004
H 3.0755 -4.6433 3.0534
H 5.0543 -3.2579 3.3798
Cl -4.2507 -0.5556 -1.9976
C -3.3855 -2.0031 -1.7671
C -4.0673 -3.1925 -1.6542
C -3.3519 -4.3717 -1.4654
C -1.9529 -4.3993 -1.4018
C -1.2638 -3.2271 -1.5287
C -1.9541 -1.9887 -1.7069
C -1.2253 -0.8321 -1.7924
H -5.1466 -3.2034 -1.7029
H -3.9029 -5.2989 -1.3681
H -1.4348 -5.3362 -1.2559
H -0.1819 -3.1966 -1.4835
H -1.6621 0.1550 -1.8859
H -0.1423 -0.9029 -1.8054
C -6.5306 -1.4043 3.5739
C -5.4386 -1.2464 2.4998
C -6.0019 -0.3951 1.3536
C -5.1501 -2.6359 1.9109
Si -3.8967 -0.4006 3.2770
Br -2.2418 -0.9436 1.6912
C -4.0201 1.5036 3.3728
C -3.9164 2.1674 1.9889
C -2.9030 2.0922 4.2483
C -5.3617 1.9023 4.0172
C -3.2305 -1.2555 4.8523
C -1.7533 -0.9156 5.1176
C -4.0627 -0.8186 6.0721
C -3.3227 -2.7839 4.7351
H -7.4464 -1.7676 3.0976
H -6.7740 -0.4659 4.0729
H -6.2519 -2.1315 4.3367
H -6.8292 -0.9360 0.8824
H -5.2486 -0.1997 0.5897
H -6.3956 0.5601 1.6948
H -6.0865 -3.0425 1.5134
H -4.7690 -3.3437 2.6434
H -4.4328 -2.5820 1.0918
H -2.9977 1.9045 1.4626
H -3.9155 3.2530 2.1281
H -4.7580 1.9271 1.3420
H -1.9077 1.8241 3.9012
H -3.0010 1.8007 5.2935
H -2.9795 3.1834 4.2116
H -6.2244 1.6350 3.4083
H -5.3761 2.9895 4.1370
H -5.4945 1.4655 5.0088
H -1.5974 0.1348 5.3506
H -1.1113 -1.1737 4.2743
H -1.4150 -1.4987 5.9795
H -3.9791 0.2483 6.2761
H -3.6939 -1.3466 6.9565
H -5.1207 -1.0628 5.9656
H -2.7798 -3.1606 3.8652
H -4.3522 -3.1382 4.6871
H -2.8677 -3.2305 5.6238
```

Calculated values
LUMO	-5.6	eV
total charge	+1

Löwdin population analysis, charges in e, atoms 1 to 8: 0.83, -0.03, -0.28, -0.01, -0.08, -0.09, -0.05, -0.12


Run b
Molecular formula: C45H54Br2ClN2O2PdSi
Method: DFT, ωB97M-V with the def2-TZVPD basis set

Structure (XYZ):
```
108
C45H54Br2ClN2O2PdSi, DFT ωB97M-V with the def2-TZVPD basis set
Pd 1.6094 1.8751 -1.0854
O 1.3053 3.5847 -4.2283
C 1.0085 4.6701 -3.4861
C -0.0625 5.4571 -3.9144
C -0.4123 6.6055 -3.2304
C 0.3000 6.9904 -2.0997
C 1.3529 6.2011 -1.6702
C 1.7197 5.0296 -2.3312
C 2.9262 4.2160 -1.8631
O 2.8865 2.8946 -2.2753
N 3.0925 4.2636 -0.3946
N 2.3488 3.4196 0.3111
C 2.2126 3.5010 1.5800
C 1.5178 2.4595 2.3221
Br 1.5536 0.7140 1.5328
C 0.9574 2.5717 3.5287
C 0.7907 3.8372 4.2622
C 0.9739 3.8479 5.6452
C 0.8317 5.0238 6.3624
C 0.4848 6.1998 5.7105
C 0.2736 6.1941 4.3391
C 0.4243 5.0197 3.6177
H 2.0259 3.1047 -3.7596
H -0.5906 5.1482 -4.8072
H -1.2369 7.2096 -3.5860
H 0.0435 7.8962 -1.5673
H 1.9069 6.5100 -0.7910
H 3.8410 4.6810 -2.2549
H 3.4354 5.0974 0.0625
H 2.6323 4.3269 2.1517
H 0.6052 1.6722 4.0208
H 1.2409 2.9306 6.1559
H 0.9884 5.0229 7.4327
H 0.3690 7.1167 6.2726
H -0.0163 7.1045 3.8310
H 0.2319 5.0130 2.5509
C -1.7674 -0.5955 -4.8469
C -1.7792 0.6357 -4.1559
C -0.7027 1.0160 -3.4041
C 0.4377 0.1778 -3.2852
C 1.5605 0.4894 -2.4784
C 2.6963 -0.2674 -2.5043
C 2.7323 -1.4513 -3.2790
C 1.6407 -1.8301 -4.0031
C 0.4743 -1.0267 -4.0325
C -0.6607 -1.3922 -4.7993
H -2.6239 -0.8872 -5.4402
H -2.6297 1.2985 -4.2527
H -0.6775 2.0136 -2.9782
H 3.5715 0.0269 -1.9365
H 3.6305 -2.0551 -3.2816
H 1.6548 -2.7433 -4.5862
H -0.6283 -2.3228 -5.3539
Cl -1.0204 4.0806 -0.7747
C -1.8023 3.2633 0.4925
C -2.6542 3.9593 1.3274
C -3.2951 3.2902 2.3602
C -3.1082 1.9209 2.5905
C -2.2675 1.2202 1.7736
C -1.5967 1.8604 0.6883
C -0.8103 1.0960 -0.1484
H -2.8136 5.0161 1.1672
H -3.9595 3.8501 3.0064
H -3.6229 1.4310 3.4043
H -2.0919 0.1639 1.9296
H -0.3682 1.4900 -1.0752
H -0.7409 0.0235 0.0007
C 0.6494 -6.8246 1.0358
C 1.1473 -5.5283 0.3725
C 1.5973 -5.8709 -1.0570
C 2.4026 -5.0436 1.1162
Si -0.2418 -4.2121 0.3423
Br 0.8166 -2.2527 -0.2072
C -1.5358 -4.4482 -1.0538
C -0.9224 -4.2626 -2.4507
C -2.6602 -3.4060 -0.9471
C -2.1635 -5.8510 -0.9859
C -1.0114 -3.8554 2.0705
C -1.6632 -2.4650 2.1353
C -2.0678 -4.9150 2.4281
C 0.0573 -3.8582 3.1742
H 1.4378 -7.5804 0.9710
H -0.2337 -7.2347 0.5430
H 0.4163 -6.6941 2.0920
H 2.4528 -6.5503 -1.0004
H 1.9162 -4.9847 -1.6103
H 0.8216 -6.3779 -1.6288
H 3.1602 -5.8312 1.0616
H 2.2259 -4.8365 2.1691
H 2.8243 -4.1489 0.6581
H -0.4856 -3.2721 -2.5730
H -1.7214 -4.3651 -3.1926
H -0.1612 -5.0023 -2.6872
H -2.2683 -2.3863 -0.9991
H -3.2568 -3.5107 -0.0427
H -3.3371 -3.5336 -1.7975
H -1.4341 -6.6354 -1.1864
H -2.9403 -5.9295 -1.7526
H -2.6329 -6.0629 -0.0239
H -2.4077 -2.2934 1.3589
H -0.8954 -1.6912 2.0596
H -2.1585 -2.3558 3.1072
H -2.9422 -4.8684 1.7806
H -2.4120 -4.7460 3.4534
H -1.6698 -5.9299 2.3836
H 0.8570 -3.1440 2.9658
H 0.5033 -4.8382 3.3290
H -0.4122 -3.5650 4.1191
```

Calculated values
LUMO (spin up / spin down)	-5.6 / -5.6	eV
total charge	+1

Löwdin population analysis, charges in e, atoms 1 to 8: 0.76, 0.05, -0.30, -0.02, -0.09, -0.12, -0.09, -0.14


Last place for stability: run a


Run a
Molecular formula: C6H6ClNOS
Method: DFT, ωB97M-V with the def2-TZVPD basis set

Structure (XYZ):
```
16
C6H6ClNOS, DFT ωB97M-V with the def2-TZVPD basis set
C 2.0491 -0.5997 -0.2484
C 1.0320 -1.4480 -0.3885
C 1.8783 0.8654 -0.0348
C 0.6262 1.2984 0.1784
C -0.2244 -1.0316 -0.1091
C -0.5823 0.3741 0.4112
N -1.7052 0.8459 -0.4368
O -2.7386 -1.4259 0.4140
S -1.5851 -2.1338 -0.1040
Cl -2.5729 2.3529 -0.0957
H 2.9141 -1.0411 -0.5356
H 1.1955 -2.5023 -0.7451
H 2.6701 1.5711 0.1642
H 0.3997 2.3736 0.3398
H -0.7877 0.3460 1.4550
H -2.5689 0.1550 -0.2645
```

Calculated values
LUMO (spin up / spin down)	-1.3 / -1.3	eV

Löwdin population analysis, charges in e, atoms 1 to 8: -0.04, -0.17, -0.05, -0.04, -0.40, -0.36, -0.45, -0.59


Run b
Molecular formula: C6H6ClNOS
Method: DFT, ωB97M-V with the def2-TZVPD basis set

Structure (XYZ):
```
16
C6H6ClNOS, DFT ωB97M-V with the def2-TZVPD basis set
C 0.8807 -1.7584 1.1526
C 0.7145 -0.5732 0.5105
S 1.2359 0.9841 1.1844
C 0.4113 1.7467 -0.2205
C -0.0659 0.9437 -1.1564
C -0.0133 -0.5455 -0.8446
O -1.4192 -1.1545 -0.8402
N -2.5240 -0.7064 -0.2626
C -2.6851 0.4712 0.1328
Cl -4.2636 0.8137 0.7160
H 0.7594 -2.7313 0.8218
H 1.3235 -1.8535 2.1472
H -0.0070 2.8112 -0.1395
H -0.5846 1.4909 -1.9475
H 0.4807 -1.2425 -1.5902
H -1.9559 1.2038 0.2690
```

Calculated values
LUMO	0.3	eV
SMILES	C=C1SC=C[C@@H]1O/N=C/Cl

Löwdin population analysis, charges in e, atoms 1 to 8: 0.02, -0.55, 0.94, -0.42, -0.17, -0.22, -0.12, -0.04


Last place for stability: run b


Run a
Molecular formula: CH12NO4
Method: DFT, ωB97M-V with the def2-TZVPD basis set

Structure (XYZ):
```
18
CH12NO4, DFT ωB97M-V with the def2-TZVPD basis set
C 0.9127 -2.0350 -0.0512
N 0.4087 -0.9136 0.2742
H 1.8911 -2.3315 0.3057
H 0.2845 -2.6221 -0.7098
H -0.3300 -0.4593 -0.3433
H 0.8924 -0.3309 0.9560
H -3.5127 1.8179 0.7704
H -3.0190 2.7257 -0.3624
O -3.2533 1.8100 -0.1557
H -2.1042 0.5485 -0.7444
H -1.8487 0.0132 -2.1601
O -1.4622 0.0251 -1.2801
H -0.0032 -0.8330 3.1974
H 1.2032 -0.1022 3.8192
O 0.6869 -0.1910 3.0144
H 3.4331 0.2720 -2.3033
H 3.1044 1.6784 -1.8831
O 2.7162 0.9276 -2.3440
```

Calculated values
LUMO	-4.4	eV
total charge	+1

Löwdin population analysis, charges in e, atoms 1 to 8: 0.15, 0.17, 0.12, 0.12, 0.08, 0.11, 0.07, 0.08


Run b
Molecular formula: CH12NO4
Method: DFT, ωB97M-V with the def2-TZVPD basis set

Structure (XYZ):
```
18
CH12NO4, DFT ωB97M-V with the def2-TZVPD basis set
C 0.2488 -1.1492 2.7628
N 1.1587 -1.3230 1.8614
H -0.1046 -1.9178 3.4518
H -0.0213 -0.1050 2.9100
H 1.0354 -0.8258 0.9428
H 2.1094 -1.6635 1.9942
H 1.6790 1.0431 -3.4291
H 1.1479 -0.1491 -4.1999
O 1.2317 0.2090 -3.3190
H 0.8974 -0.0843 -1.5287
H 0.0290 0.2501 -0.4282
O 0.8485 -0.2616 -0.5514
H -2.6869 0.2410 2.1161
H -1.9195 0.9041 1.0421
O -1.8033 0.2377 1.7258
H -1.9277 1.3971 -2.1692
H -1.5763 2.6043 -1.5002
O -1.3362 1.6661 -1.4503
```

Calculated values
LUMO	-5.2	eV
total charge	+1

Löwdin population analysis, charges in e, atoms 1 to 8: 0.14, 0.17, 0.12, 0.10, 0.07, 0.17, 0.06, 0.06


Last place for stability: run b


Run a
Molecular formula: C11H13N
Method: DFT, ωB97M-V with the def2-TZVPD basis set

Structure (XYZ):
```
25
C11H13N, DFT ωB97M-V with the def2-TZVPD basis set
C 1.2822 -0.8243 1.2866
C 1.5520 0.8554 1.2347
C 0.9004 1.4941 0.0689
C 1.7837 -0.6540 -1.2309
C 0.8739 -1.2285 -0.2256
C -0.5048 -0.5079 -0.3092
C -1.4764 -1.2924 -0.1863
C -2.6779 -0.8006 0.1324
C -3.0164 0.5852 0.0223
C -1.9640 1.4199 -0.1046
C -0.6101 0.9078 -0.0748
H 2.2037 -1.1992 1.7816
H 0.0550 -1.2681 1.7580
H 2.8141 0.9031 1.1316
H 1.5156 1.2502 2.3601
H 0.8650 2.5490 -0.2784
H 0.6823 1.2275 -1.9204
H 1.7402 -0.8932 -2.4777
H 2.8790 -0.6464 -0.8261
H 0.6101 -2.1708 -0.4551
H -1.2873 -2.2904 -0.1002
H -3.4388 -1.6166 0.3338
H -4.0900 0.9287 -0.5349
H -2.1846 2.4492 -0.2027
N 1.4930 0.8220 -1.1831
```

Calculated values
LUMO	0.7	eV

Löwdin population analysis, charges in e, atoms 1 to 8: -0.06, -0.15, -0.27, -0.19, -0.28, -0.24, -0.15, -0.08


Run b
Molecular formula: C11H13N
Method: DFT, ωB97M-V with the def2-TZVPD basis set

Structure (XYZ):
```
25
C11H13N, DFT ωB97M-V with the def2-TZVPD basis set
C -0.7133 2.9529 -2.6356
C -0.2011 2.0236 -1.8386
C 0.4800 1.2405 -1.0519
C 1.2934 1.6188 0.1421
N 0.3655 1.8826 1.2419
C 0.6258 -0.2424 -1.3112
C 0.0385 -1.0628 -0.1761
C -1.3709 -1.0258 0.0524
C -1.9289 -1.8146 1.0839
C -1.1162 -2.6226 1.9028
C 0.2863 -2.6104 1.7019
C 0.8659 -1.8397 0.6988
H -1.1971 3.8987 -2.3315
H -0.4960 2.7813 -3.6508
H 1.9635 0.7439 0.3851
H 2.0084 2.4978 -0.0713
H 0.9122 2.2408 2.0249
H 0.0770 0.9052 1.4935
H 0.2028 -0.4544 -2.2702
H 1.6838 -0.5632 -1.4565
H -2.0163 -0.3337 -0.5701
H -3.0036 -1.8001 1.2086
H -1.5889 -3.1861 2.6962
H 0.9122 -3.2649 2.3420
H 1.9171 -1.9656 0.3896
```

Calculated values
LUMO	0.7	eV
SMILES	C=C=C(CN)Cc1ccccc1

Löwdin population analysis, charges in e, atoms 1 to 8: 0.02, -0.03, -0.28, -0.26, 0.01, -0.13, -0.23, -0.03


Last place for stability: run a